No. 1
{"formula": "C2H5N3S", "method": "ωB97M-V/def2-TZVPD", "symbols": ["H", "N", "C", "N", "H", "S", "H", "C", "H", "H", "N"], "xyz": [[1.669, 1.057, -0.683], [0.267, -0.457, -0.328], [0.655, 0.851, -0.300], [-1.217, -2.173, 0.688], [1.210, -1.474, -1.770], [-0.160, 2.169, 0.208], [-1.300, -0.131, 0.972], [-0.856, -0.963, 0.494], [-0.659, -2.880, 0.189], [1.981, -1.509, -0.309], [1.073, -1.527, -0.773]], "e_above_lowest_kcal_mol": 50.3, "e_tot_ev": -17458.9309, "e_lumo_ev": 0.0098, "gap_ev": 8.854, "e_homo_ev": -8.844}


No. 2
{"formula": "C2H5N3S", "method": "ωB97M-V/def2-TZVPD", "symbols": ["C", "H", "H", "N", "N", "H", "H", "C", "H", "N", "S"], "xyz": [[-0.068, -0.021, 1.394], [0.218, 0.210, 2.470], [1.050, -1.734, 1.693], [1.609, -1.229, -0.221], [-0.999, 0.738, 0.822], [1.988, -0.180, -1.926], [-1.942, 2.017, -0.927], [1.750, -0.099, -0.859], [1.234, 0.755, -0.548], [0.807, -1.082, 0.873], [-1.410, 0.666, -0.893]], "e_above_lowest_kcal_mol": 91.8, "e_tot_ev": -17457.1332, "e_lumo_ev": 0.5878, "gap_ev": 9.356, "e_homo_ev": -8.768}


No. 3
{"formula": "C2H5N3S", "method": "ωB97M-V/def2-TZVPD", "symbols": ["N", "H", "H", "C", "H", "H", "C", "N", "H", "S", "N"], "xyz": [[2.172, -1.980, -0.169], [-0.853, 0.341, 1.299], [-2.621, 2.085, -0.524], [-1.449, 1.134, 0.943], [1.697, -2.812, 0.035], [3.018, -1.982, 0.391], [-1.803, 1.429, -0.349], [1.537, -0.956, -0.636], [-2.163, 1.664, 1.539], [-0.897, 0.871, -1.777], [1.361, 0.205, -0.752]], "e_above_lowest_kcal_mol": 139.0, "e_tot_ev": -17455.0856, "e_lumo_ev": [-0.0944, -0.9522], "gap_ev": [7.799, 6.617], "e_homo_ev": [-7.893, -7.569]}


No. 4
{"formula": "C2H5N3S2", "method": "ωB97M-V/def2-TZVPD", "symbols": ["C", "N", "S", "N", "C", "N", "H", "H", "H", "S", "H", "H"], "xyz": [[-0.673, 0.717, 0.023], [-1.131, 1.963, -0.147], [1.063, 0.775, -0.287], [1.579, -0.894, -0.086], [2.923, -0.824, -0.248], [-1.307, -0.486, 0.435], [-0.619, -1.142, -0.089], [3.684, -1.725, 0.138], [3.384, 0.280, -0.253], [-3.020, -0.669, -0.414], [-2.146, 2.174, 0.189], [-3.737, -0.169, 0.739]], "e_above_lowest_kcal_mol": 109.0, "e_tot_ev": -28291.9393, "e_lumo_ev": -0.0567, "gap_ev": 8.727, "e_homo_ev": -8.783}


No. 5
{"formula": "C2H5N3S2", "method": "ωB97M-V/def2-TZVPD", "symbols": ["C", "H", "S", "N", "N", "H", "H", "H", "N", "C", "H", "S"], "xyz": [[-1.052, -0.163, -1.002], [2.562, 1.190, 0.916], [2.650, -0.605, -0.306], [2.997, 1.065, 0.026], [1.161, -0.748, 0.255], [2.612, 1.691, -0.750], [-1.367, -0.593, 0.897], [-2.040, -0.031, -1.445], [0.000, 0.363, -1.371], [-1.196, -1.262, 0.111], [-2.044, -2.007, 0.119], [0.336, -2.079, 0.064]], "e_above_lowest_kcal_mol": 121.1, "e_tot_ev": -28291.4151, "e_lumo_ev": [-0.3546, -0.1815], "gap_ev": [7.984, 7.358], "e_homo_ev": [-8.339, -7.540]}


No. 6
{"formula": "C2H5N3S2", "method": "ωB97M-V/def2-TZVPD", "symbols": ["S", "C", "H", "H", "N", "H", "N", "S", "H", "H", "C", "N"], "xyz": [[0.131, 2.318, 0.002], [-1.708, -0.975, 0.291], [-1.816, 0.685, -0.981], [1.767, 0.547, 1.219], [1.145, -0.070, 0.524], [-0.778, -1.439, 0.775], [-2.867, -1.313, 0.145], [1.775, -1.495, -0.138], [3.033, -0.851, -1.006], [-3.395, -0.935, -0.499], [0.097, 0.717, -0.064], [-1.086, 0.008, -0.482]], "e_above_lowest_kcal_mol": 83.4, "e_tot_ev": -28293.0517, "e_lumo_ev": -0.2151, "gap_ev": 8.744, "e_homo_ev": -8.959}


No. 7
{"formula": "C2H5N3S2", "method": "ωB97M-V/def2-TZVPD", "symbols": ["N", "S", "H", "H", "N", "H", "N", "C", "H", "H", "C", "S"], "xyz": [[-0.899, -1.044, 0.445], [2.948, 0.493, -0.292], [0.386, 2.048, 0.527], [0.182, 1.140, -0.864], [-0.939, 0.311, 0.817], [-0.962, 0.480, 1.812], [-1.041, -1.099, -0.951], [1.464, 0.046, 0.165], [-1.989, -1.296, -1.231], [-0.353, -0.520, -1.439], [0.218, 0.999, 0.224], [0.988, -1.557, 0.787]], "e_above_lowest_kcal_mol": 97.8, "e_tot_ev": -28292.4265, "e_lumo_ev": -0.3506, "gap_ev": 8.211, "e_homo_ev": -8.561}


No. 8
{"formula": "C2H5N4", "method": "ωB97M-V/def2-TZVPD", "symbols": ["N", "H", "N", "H", "H", "C", "N", "C", "N", "H", "H"], "xyz": [[0.329, -0.257, -2.120], [-0.477, -0.204, 2.154], [1.176, -0.557, -0.181], [-1.697, 0.497, 1.300], [1.866, -0.827, 0.437], [-0.054, -0.090, 0.016], [1.407, -0.586, -1.606], [-0.577, 0.385, 1.287], [-0.526, 0.108, -1.181], [0.074, 1.320, 1.321], [-1.521, 0.212, -1.427]], "e_above_lowest_kcal_mol": 23.4, "e_tot_ev": -8106.7126, "e_lumo_ev": -4.3259, "charge": 1, "gap_ev": 12.664, "e_homo_ev": -16.990}